11
Properties=species:S:1:pos:R:3:forces:R:3:lowdin_charge:R:1 method="wB97M-V/def2-TZVPD" multiplicity=3 e_tot_ev=-11038.38362 charge=+1
C 1.1461 -0.1604 -0.5230 4.1 -0.9 -1.1 -0.18
C 0.0319 -0.0383 1.1472 -3.1 -3.5 6.5 -0.24
N 1.4364 0.2398 0.8642 2.2 -2.3 0.6 0.12
N -0.2823 -0.5006 -0.2326 1.0 -1.2 1.1 0.19
N 0.7563 1.2216 -0.8867 3.6 0.4 -3.8 0.13
N -0.3844 1.3360 0.8295 -5.3 0.4 1.7 0.11
N 1.0049 1.5737 0.4957 0.6 -0.5 -1.8 0.18
N -0.5859 0.8830 -0.5162 -5.7 4.6 0.0 -0.01
H 1.7915 -0.7815 -1.1382 0.0 0.2 0.2 0.16
H -0.5494 -0.7973 2.3295 2.2 2.6 -3.8 0.30
H -1.4111 1.1523 -1.0764 0.4 0.2 0.3 0.23

---

44
Properties=species:S:1:pos:R:3:forces:R:3:lowdin_charge:R:1 method="wB97M-V/def2-TZVPD" e_tot_ev=-33594.61743 charge=+2
La 0.0417 0.8702 -0.1261 -0.8 -0.1 0.1 2.06
N -0.6275 3.3258 0.8546 0.0 -0.2 -0.2 -0.09
C -2.0904 3.5910 0.7505 0.0 -0.1 0.0 -0.23
C -2.8727 2.3518 1.1395 0.1 0.1 -0.1 -0.23
N -2.6616 1.2630 0.1337 0.2 -0.1 0.0 -0.09
H -0.4367 3.2189 1.8589 0.1 0.0 0.0 0.05
H -0.1279 4.1648 0.5676 0.0 0.0 0.0 0.10
H -2.3298 3.8874 -0.2732 0.0 0.0 0.0 0.12
H -2.3794 4.4133 1.4057 0.0 0.0 0.0 0.14
H -3.9313 2.5965 1.2248 0.0 0.0 0.0 0.13
H -2.5248 1.9964 2.1090 0.0 0.0 0.0 0.11
H -3.1784 1.5152 -0.7077 0.0 0.0 0.0 0.10
H -3.1305 0.4254 0.4754 0.0 0.0 0.0 0.10
O 1.1133 -1.0311 1.1951 -0.1 0.2 -0.2 -0.12
C 0.8309 -0.4625 2.2781 0.0 0.1 0.1 -0.52
C 1.2162 -0.8371 3.6793 0.0 0.0 0.0 -0.05
C 0.6164 0.3021 4.5155 0.0 0.0 0.0 -0.04
C -0.0064 1.2403 3.4997 0.0 0.0 0.1 -0.45
O -0.5089 2.3202 3.6889 0.0 0.0 0.0 0.09
N 0.1061 0.6716 2.2231 0.1 0.1 0.5 -0.09
H 2.3017 -0.9102 3.7567 0.0 0.0 0.0 0.14
H 0.8188 -1.8231 3.9224 0.0 0.0 0.0 0.14
H 1.3536 0.8476 5.1029 0.0 0.0 0.0 0.14
H -0.1564 -0.0310 5.2081 0.0 0.0 0.0 0.14
C 3.4723 -0.8862 -2.1882 -0.1 0.0 0.0 -0.24
P 1.7902 -0.2053 -2.2924 0.4 -0.2 -0.5 0.76
C 1.6231 0.2500 -4.0523 0.0 -0.1 0.0 -0.24
C 0.6627 -1.6297 -2.0760 0.0 0.4 0.1 -0.47
C 1.0610 -2.8134 -1.4590 -0.1 -0.1 0.0 -0.08
C 0.1390 -3.8326 -1.2638 0.0 0.0 0.0 -0.03
C -1.1830 -3.6752 -1.6587 0.0 0.0 0.0 -0.04
C -1.5983 -2.4892 -2.2480 -0.1 0.0 0.1 -0.06
C -0.6827 -1.4616 -2.4425 0.1 0.1 0.1 -0.17
H 3.7145 -1.2040 -1.1759 0.0 0.0 0.0 0.05
H 4.1823 -0.1196 -2.4963 0.0 0.0 0.0 0.06
H 3.5507 -1.7333 -2.8709 0.1 0.0 0.0 0.07
H 1.8524 -0.6180 -4.6709 0.0 0.0 0.0 0.07
H 2.3263 1.0505 -4.2809 0.0 0.0 0.0 0.06
H 0.6179 0.5953 -4.2886 0.0 0.0 0.0 0.04
H 2.0854 -2.9533 -1.1427 0.0 0.0 0.0 0.11
H 0.4580 -4.7591 -0.8056 0.0 0.0 0.0 0.13
H -1.8883 -4.4831 -1.5191 0.0 0.0 0.0 0.12
H -2.6221 -2.3760 -2.5796 0.0 0.0 0.0 0.12
H -0.9973 -0.5626 -2.9713 0.0 0.0 0.0 0.09

---

11
Properties=species:S:1:pos:R:3:forces:R:3:lowdin_charge:R:1 method="wB97M-V/def2-TZVPD" smiles="C#CC(=O)C#CC" e_tot_ev=-8329.80600
C 2.9881 -0.9265 0.6506 -0.4 0.4 0.1 0.15
C 2.1302 -0.0993 0.8297 0.6 -0.4 0.0 -0.03
C 1.0341 0.8381 1.0477 -0.1 0.1 0.4 -0.46
O 0.8010 1.3495 2.1216 0.4 -0.1 -0.4 0.11
C 0.1220 0.9444 -0.0722 -0.7 -0.4 -0.1 0.05
C -0.8970 0.5358 -0.5787 0.6 0.1 0.3 -0.04
C -2.1563 -0.0882 -0.9317 -0.2 0.0 0.0 -0.08
H 3.7575 -1.6514 0.4931 -0.1 0.1 0.0 0.04
H -2.5146 0.1678 -1.9288 0.1 0.0 0.0 0.08
H -2.8972 0.2118 -0.1863 -0.1 -0.1 -0.2 0.09
H -2.0186 -1.1721 -0.8664 -0.1 0.1 -0.1 0.09

---

18
Properties=species:S:1:pos:R:3:forces:R:3:lowdin_charge:R:1 method="wB97M-V/def2-TZVPD" smiles="C=C(N)/C=C/C.O" e_tot_ev=-8899.39687
C -2.4017 -0.1090 -1.3113 0.5 0.6 0.2 0.03
C -1.6667 -0.1400 -0.1709 -0.9 -0.3 -1.5 -0.44
N -2.2535 0.1882 1.0517 -0.9 -0.2 0.6 0.07
C -0.3163 -0.6564 -0.2943 1.2 -0.3 0.7 -0.10
C 0.6917 -0.5957 0.5992 0.0 1.0 -0.7 -0.16
C 1.9403 -1.4122 0.5409 0.6 0.5 -0.8 -0.11
H -3.3874 0.3310 -1.3824 -0.2 -0.2 0.3 0.05
H -1.9450 -0.3515 -2.2604 0.1 -0.1 0.1 0.05
H -1.9935 -0.3448 1.8703 1.0 0.0 -0.2 0.08
H -3.2421 -0.0490 0.9937 0.0 0.7 -0.2 0.09
H -0.1209 -1.1496 -1.2436 -0.2 -0.6 0.3 0.11
H 0.7581 0.3078 1.2112 -0.6 -0.7 0.9 0.11
H 1.8905 -2.1654 -0.2458 -0.2 -0.3 0.3 0.07
H 2.8101 -0.7976 0.2662 -0.1 0.1 0.1 0.07
H 2.2130 -1.8428 1.5034 -0.3 -0.2 0.0 0.07
O 2.6953 2.8184 -0.4667 0.4 -0.4 0.0 -0.05
H 2.3520 3.7064 -0.4969 -0.2 0.4 0.0 0.03
H 1.9760 2.2624 -0.1644 -0.2 0.0 0.0 0.01

---

8
Properties=species:S:1:pos:R:3:forces:R:3:lowdin_charge:R:1 method="wB97M-V/def2-TZVPD" e_tot_ev=-9571.74856
H -0.9858 0.0494 1.2198 -0.3 1.4 0.9 0.18
O 0.2796 1.4936 -0.2101 -0.3 0.7 1.1 -0.14
C -0.5737 0.6281 0.0449 1.0 -4.6 -1.9 -0.59
C -0.1853 -0.8277 0.2832 1.3 1.6 -4.3 -0.32
O 1.0425 -1.1371 0.2194 -0.9 0.1 1.5 -0.19
F -1.7316 0.5896 -0.8108 0.1 0.6 1.3 -0.05
H -0.9658 -1.5577 -0.0284 0.1 0.4 1.2 0.13
Rb 3.1201 0.7619 -0.7180 -1.0 -0.2 0.3 0.99

---

89
Properties=species:S:1:pos:R:3:forces:R:3:lowdin_charge:R:1 method="wB97M-V/def2-TZVPD" multiplicity=2 e_tot_ev=-138909.93990 charge=+2
W -0.3253 -0.5235 0.4901 -2.1 1.1 -2.0 1.66
Cl 0.8523 5.2022 4.3038 0.1 0.1 0.1 0.75
C 0.1118 4.0113 3.3294 -0.4 -0.1 -0.3 -0.67
C 0.7717 2.8143 3.1053 0.2 -0.1 0.0 -0.02
C 0.2028 1.8598 2.2713 -0.9 0.4 -0.1 -0.21
N 0.6749 0.5840 1.9568 0.1 -0.7 -0.5 -0.05
C 1.6530 -0.0254 2.7223 -0.5 0.5 -0.2 -0.45
O 2.2350 0.4465 3.6648 0.1 -0.1 0.1 0.14
C 1.9030 -1.3928 2.2199 0.0 -0.3 -0.6 -0.18
C 2.7991 -2.2445 2.8374 0.1 0.2 0.2 0.05
C 3.0602 -3.4798 2.2819 -0.2 0.0 -0.3 0.02
C 2.4750 -3.7679 1.0472 0.4 -0.1 0.2 -0.02
C 1.6046 -2.8754 0.4807 -0.4 0.4 -0.3 -0.11
N 1.2301 -1.7128 1.0788 2.1 -1.3 1.4 -0.08
C -1.0464 2.1218 1.6688 0.8 0.4 0.9 -0.25
C -1.7347 3.2937 1.9418 -0.2 -0.2 -0.2 -0.02
C -1.1526 4.2475 2.7557 0.4 -0.1 0.2 -0.67
Cl -1.9697 5.7198 3.0480 -0.2 0.1 0.0 0.74
N -1.4834 1.0696 0.8802 -0.1 -0.9 -0.2 -0.08
C -2.8271 0.6336 1.0853 0.6 0.8 -0.3 -0.41
O -3.8053 1.1680 0.6624 -0.3 -0.1 0.2 0.17
C -2.7929 -0.5494 1.9793 0.2 -1.0 1.2 -0.17
C -3.8780 -0.9411 2.7484 -0.1 0.4 -0.5 0.04
C -3.7069 -1.9067 3.7212 0.4 -0.3 0.2 0.00
C -2.4463 -2.4708 3.8853 -0.5 0.0 0.2 0.00
C -1.4208 -2.0665 3.0597 0.5 0.2 -0.5 -0.08
N -1.5622 -1.1192 2.1227 -2.4 -0.4 2.1 -0.03
H 1.7172 2.6279 3.5869 0.0 0.1 0.0 0.11
H 3.2779 -1.9016 3.7452 0.0 0.0 0.0 0.14
H 3.7226 -4.1869 2.7612 0.1 0.0 0.0 0.13
H 2.7266 -4.6784 0.5212 0.0 0.0 -0.1 0.13
H 1.1832 -3.0456 -0.4976 -0.1 -0.1 0.0 0.10
H -2.7036 3.4762 1.4967 0.0 0.1 0.0 0.12
H -4.8295 -0.4506 2.5878 0.0 0.0 0.0 0.14
H -4.5235 -2.2086 4.3629 0.0 0.0 0.0 0.13
H -2.2647 -3.2080 4.6545 0.0 0.0 0.0 0.13
H -0.4324 -2.5051 3.1339 0.0 0.0 0.1 0.12
C -3.5279 1.2718 -2.4425 -0.1 0.2 0.1 0.02
O -2.5937 0.4278 -3.1596 -0.3 -0.1 -0.1 0.04
C -1.7267 -0.2430 -2.4647 0.8 0.1 0.1 -0.54
O -1.7544 -0.2960 -1.2137 0.2 -0.1 -0.2 -0.13
N -0.7939 -0.8369 -3.2282 -0.4 -0.1 0.3 0.04
N 0.2666 -1.5177 -2.6387 0.0 -0.6 0.0 0.01
H -4.0701 1.8101 -3.2106 0.0 0.0 0.0 0.11
H -2.9829 1.9582 -1.7976 0.0 0.0 -0.1 0.10
H -4.2055 0.6746 -1.8392 0.0 -0.1 -0.1 0.09
H -0.8566 -0.7567 -4.2319 -0.1 0.2 0.0 0.18
H 1.1286 -1.1952 -3.0681 0.0 0.1 0.2 0.07
H 0.1668 -2.5112 -2.8178 -0.1 -0.1 -0.1 0.11
O -1.0946 -2.4549 -0.0411 0.8 0.0 -0.6 -0.28
N -1.9732 -3.3812 0.2874 -0.4 0.0 0.3 -0.14
C -1.5384 -4.6026 0.6490 0.1 -0.1 0.1 0.02
C -2.4360 -5.5973 0.9572 -0.2 -0.1 0.0 0.00
C -3.7997 -5.3341 0.9108 0.1 0.1 0.0 0.00
C -4.2202 -4.0685 0.5226 -0.1 -0.3 0.1 0.01
C -3.2883 -3.1097 0.2004 0.0 0.2 -0.1 0.01
H -0.4678 -4.7334 0.6814 0.0 0.1 0.0 0.14
H -2.0705 -6.5772 1.2287 0.1 0.0 0.0 0.13
H -4.5179 -6.1019 1.1618 0.0 0.0 0.0 0.13
H -5.2722 -3.8315 0.4527 0.0 0.1 0.0 0.13
H -3.5384 -2.1167 -0.1415 0.1 0.0 0.0 0.14
C 0.9041 4.4005 -4.3492 -0.1 -0.1 0.1 -0.10
C 0.3839 3.6355 -3.1353 0.2 0.1 0.0 -0.29
C 1.3660 3.6906 -1.9680 -0.2 -0.4 -0.1 -0.29
C 0.9320 2.8340 -0.7731 -0.2 -0.1 0.2 -0.32
Ge 1.1584 0.8418 -0.9834 2.4 2.2 -0.7 0.84
C 3.0786 0.5575 -0.3829 -0.5 -0.1 0.0 -0.32
C 4.1986 1.3857 -1.0299 0.0 -0.1 0.0 -0.27
C 4.9080 0.7017 -2.1985 -0.2 0.2 -0.1 -0.26
C 4.0611 0.6023 -3.4646 0.1 0.0 0.1 -0.11
H 0.1828 4.3850 -5.1660 0.0 0.0 0.0 0.07
H 1.8371 3.9619 -4.7064 0.0 0.0 0.0 0.07
H 1.0999 5.4423 -4.0925 0.0 0.0 0.0 0.08
H 0.2204 2.5873 -3.4101 -0.1 0.0 0.0 0.07
H -0.5767 4.0558 -2.8203 0.0 -0.1 0.0 0.11
H 1.4632 4.7274 -1.6352 0.1 0.0 0.0 0.12
H 2.3484 3.3722 -2.3244 0.0 0.1 0.0 0.08
H -0.1165 3.0624 -0.5610 0.0 0.0 0.0 0.05
H 1.4958 3.1324 0.1149 0.0 -0.1 0.0 0.07
H 1.2177 0.7711 -2.5269 -0.3 -0.2 0.0 -0.03
H 3.3384 -0.5076 -0.4393 0.0 0.0 0.0 0.05
H 3.0385 0.8099 0.6813 0.0 0.0 0.0 0.04
H 4.9452 1.5921 -0.2589 0.0 0.1 0.0 0.11
H 3.8136 2.3525 -1.3578 0.1 0.1 0.0 0.09
H 5.2310 -0.2984 -1.8938 0.1 0.0 0.0 0.10
H 5.8091 1.2741 -2.4277 0.0 -0.1 0.0 0.11
H 3.1635 0.0087 -3.2808 0.0 0.0 -0.1 0.02
H 4.6232 0.1355 -4.2731 0.0 0.0 0.0 0.08
H 3.7456 1.5937 -3.7954 0.0 0.0 0.0 0.07

---

11
Properties=species:S:1:pos:R:3:forces:R:3:lowdin_charge:R:1 method="wB97M-V/def2-TZVPD" smiles="COP(=O)=S.O" e_tot_ev=-27383.45940
C -0.1686 -1.6311 0.2605 -0.2 1.2 -0.2 -0.09
O -0.4943 -0.7428 -0.8145 -2.4 4.0 -0.9 -0.37
P -1.9008 0.2710 -0.6812 -0.1 -3.1 -0.3 0.30
O -2.4947 -0.0871 0.6157 0.5 1.0 0.1 -0.35
S -2.9311 0.8721 -2.1862 1.1 -0.2 0.4 0.33
H 0.7739 -1.3167 0.6830 0.1 0.0 0.5 0.09
H -0.0424 -2.4538 -0.3501 0.5 -2.6 -0.3 0.07
H -0.9956 -1.7263 0.9386 0.0 -0.1 0.5 0.07
O -0.0986 2.1777 -1.2432 0.9 -4.8 12.0 -0.09
H -0.1243 2.3904 -2.0658 0.1 0.7 -8.6 -0.08
H 0.1992 1.2107 -0.8176 -0.4 3.8 -3.2 0.13